Entry from OMol25: a structure of composition C3H2FO2Tm in a non-equilibrium geometry (ωB97M-V/def2-TZVPD).

## Properties
LUMO level (spin up / spin down): -6.95 / -7.38 eV
HOMO (spin up / spin down): -12.136 / -13.853 eV
strongest force on any atom: 5.31 eV Å⁻¹
gap between HOMO and LUMO (spin up / spin down): 5.19 / 6.47 eV
2S+1: 4
⟨S²⟩: 3.777
total charge: +1

Atoms and positions in Å:
Tm (0.348, -2.057, 1.774)
F (2.184, -1.028, 1.121)
O (-0.098, 0.630, -2.555)
O (-1.188, -0.463, -0.850)
C (-0.279, 0.407, -1.380)
C (0.308, 0.750, -0.081)
C (-0.688, -0.142, 0.526)
H (0.878, 1.606, 0.272)
H (-1.465, 0.297, 1.173)


Entry from OMol25: a structure of composition C3H2FO4Sm in a non-equilibrium geometry (ωB97M-V/def2-TZVPD).

## Properties
LUMO level (spin up / spin down): -15.40 / -15.40 eV
HOMO (spin up / spin down): -21.761 / -24.570 eV
strongest force on any atom: 7.41 eV Å⁻¹
gap between HOMO and LUMO (spin up / spin down): 6.36 / 9.17 eV
2S+1: 7
⟨S²⟩: 12.006
total charge: +3

Atoms and positions in Å:
Sm (2.999, -1.580, 3.342)
F (-0.725, 2.022, -0.622)
O (-0.340, -0.927, 1.005)
O (1.786, -0.497, 1.336)
O (0.820, 0.507, -0.324)
O (-2.601, -0.117, -1.221)
C (0.760, -0.335, 0.679)
C (-0.253, 0.893, -1.150)
C (-1.451, -0.274, -1.281)
H (-1.098, -0.766, 0.410)
H (0.104, 1.074, -2.175)


Entry from OMol25: a structure of composition C3H2I4O in a non-equilibrium geometry (ωB97M-V/def2-TZVPD).

## Properties
LUMO level: -1.18 eV
HOMO: -9.334 eV
strongest force on any atom: 3.21 eV Å⁻¹
gap between HOMO and LUMO: 8.15 eV
2S+1: 1
total charge: 0

Atoms and positions in Å:
I (2.879, -0.164, 1.016)
I (1.438, -0.987, -2.022)
I (1.020, 2.411, -0.776)
I (-2.111, -2.173, -0.134)
O (0.061, 0.125, 1.920)
C (1.314, 0.209, -0.311)
C (-1.279, -0.107, -0.019)
C (-0.047, -0.033, 0.740)
H (-1.280, 0.305, -0.953)
H (-1.997, 0.413, 0.539)


Entry from OMol25: a structure of composition C3H2INS in a non-equilibrium geometry (ωB97M-V/def2-TZVPD).

## Properties
LUMO level: 0.31 eV
HOMO: -9.284 eV
strongest force on any atom: 2.45 eV Å⁻¹
gap between HOMO and LUMO: 9.59 eV
2S+1: 1
total charge: 0

Atoms and positions in Å:
I (2.939, -0.960, 0.014)
S (0.874, 1.599, -0.013)
N (-0.737, 1.555, 0.059)
C (-1.183, 0.315, 0.020)
C (-0.226, -0.682, -0.043)
C (1.047, -0.113, 0.059)
H (-0.538, -1.768, -0.127)
H (-2.175, 0.054, 0.031)


Entry from OMol25: an isolated molecule of C3H2INS in a non-equilibrium geometry (ωB97M-V/def2-TZVPD).

## Properties
LUMO level: -0.39 eV
HOMO: -8.074 eV
strongest force on any atom: 4.59 eV Å⁻¹
gap between HOMO and LUMO: 7.68 eV
2S+1: 1
total charge: 0

Atoms and positions in Å:
I (3.466, 0.210, 0.042)
S (0.515, -1.478, -0.055)
N (0.094, 1.435, -0.117)
C (-0.964, 0.746, 0.044)
C (1.452, -0.169, -0.057)
C (-1.007, -0.700, 0.124)
H (-1.823, 1.383, 0.100)
H (-1.732, -1.427, -0.081)


Entry from OMol25: a structure of composition C3H2IO2S in a non-equilibrium geometry (ωB97M-V/def2-TZVPD).

## Properties
LUMO level (spin up / spin down): 1.71 / 1.62 eV
HOMO (spin up / spin down): -4.152 / -4.252 eV
strongest force on any atom: 3.02 eV Å⁻¹
gap between HOMO and LUMO (spin up / spin down): 5.86 / 5.87 eV
2S+1: 1
total charge: -1

Atoms and positions in Å:
I (1.508, -0.266, 2.204)
S (-0.729, 1.155, 0.354)
O (-0.736, 2.378, 1.201)
O (-1.918, 1.055, -0.425)
C (1.102, -1.256, -0.860)
C (0.843, -0.753, -1.937)
C (-0.512, -0.311, 1.448)
H (1.048, -0.668, -2.936)
H (-0.607, -1.333, 0.952)


Entry from OMol25: a structure of composition C3H2Li2O3Tb in a non-equilibrium geometry (ωB97M-V/def2-TZVPD).

## Properties
LUMO level (spin up / spin down): -8.85 / -6.59 eV
HOMO (spin up / spin down): -10.536 / -12.678 eV
strongest force on any atom: 6.04 eV Å⁻¹
gap between HOMO and LUMO (spin up / spin down): 1.69 / 6.09 eV
2S+1: 8
⟨S²⟩: 16.233
total charge: +2

Atoms and positions in Å:
Tb (-1.087, 3.748, 5.569)
O (0.871, 0.999, 2.208)
O (-0.665, -2.165, -3.356)
O (1.281, -2.299, -2.206)
C (0.731, 0.641, 1.092)
C (0.504, 0.612, -0.199)
C (0.069, -2.296, -2.352)
Li (0.229, 0.857, 4.030)
Li (-2.324, -1.463, -3.452)
H (0.555, 1.546, -0.761)
H (-0.165, -0.180, -0.574)


Entry from OMol25: a structure of composition C3H2LiO3Tm in a non-equilibrium geometry (ωB97M-V/def2-TZVPD).

## Properties
LUMO level (spin up / spin down): -9.61 / -10.43 eV
HOMO (spin up / spin down): -17.070 / -17.063 eV
strongest force on any atom: 2.40 eV Å⁻¹
gap between HOMO and LUMO (spin up / spin down): 7.46 / 6.64 eV
2S+1: 3
⟨S²⟩: 2.002
total charge: +2

Atoms and positions in Å:
Tm (-2.077, -1.183, 0.235)
O (-0.428, 0.577, -0.928)
O (1.629, 0.709, -0.011)
O (0.168, -0.829, 0.637)
C (1.734, 1.958, -0.397)
C (0.446, 0.068, -0.179)
C (1.791, 3.138, -0.633)
Li (-1.019, 2.433, -1.015)
H (-2.612, 2.407, -0.107)
H (1.820, 4.208, -0.746)


Entry from OMol25: a structure of composition C3H2LiORb in a non-equilibrium geometry (ωB97M-V/def2-TZVPD).

## Properties
LUMO level (spin up / spin down): -1.03 / -0.98 eV
HOMO (spin up / spin down): -6.970 / -4.361 eV
strongest force on any atom: 4.06 eV Å⁻¹
gap between HOMO and LUMO (spin up / spin down): 5.94 / 3.38 eV
2S+1: 1
total charge: 0

Atoms and positions in Å:
Rb (0.996, 1.698, 2.043)
O (1.053, -0.316, 0.069)
C (-0.513, 0.004, -1.848)
C (-1.000, 0.940, -1.042)
C (-0.286, -0.319, -0.366)
Li (1.814, -2.948, 2.054)
H (-0.901, -1.083, 0.137)
H (-1.162, 2.024, -1.047)


Entry from OMol25: a structure of composition C3H2MgNaO3 in a non-equilibrium geometry (ωB97M-V/def2-TZVPD).

## Properties
LUMO level (spin up / spin down): -11.13 / -11.15 eV
HOMO (spin up / spin down): -16.086 / -18.006 eV
strongest force on any atom: 5.85 eV Å⁻¹
gap between HOMO and LUMO (spin up / spin down): 4.95 / 6.86 eV
2S+1: 2
⟨S²⟩: 0.762
total charge: +2

Atoms and positions in Å:
Mg (-0.846, 2.358, 2.375)
Na (1.817, -0.499, 1.345)
O (-1.862, 1.719, 0.719)
O (-1.111, 0.010, -0.490)
O (-0.014, 0.740, 1.349)
C (0.790, -1.294, -1.329)
C (-0.220, -0.972, -0.619)
C (-1.005, 0.839, 0.557)
H (1.358, -2.220, -1.375)
H (1.093, -0.681, -2.532)


Entry from OMol25: an isolated molecule of C3H2N2 in a non-equilibrium geometry (ωB97M-V/def2-TZVPD).

## Properties
LUMO level: 0.18 eV
HOMO: -8.708 eV
strongest force on any atom: 1.89 eV Å⁻¹
gap between HOMO and LUMO: 8.89 eV
2S+1: 1
total charge: 0

Atoms and positions in Å:
N (0.315, -0.576, -0.214)
N (-0.326, 2.075, 0.754)
C (1.415, -0.583, -0.694)
C (-0.790, -0.333, 0.418)
C (-0.819, 1.046, 0.677)
H (1.753, -0.617, -1.755)
H (-1.548, -1.011, 0.814)


Entry from OMol25: a structure of composition C3H2N2 in a non-equilibrium geometry (ωB97M-V/def2-TZVPD).

## Properties
LUMO level (spin up / spin down): 0.38 / -1.76 eV
HOMO (spin up / spin down): -7.817 / -10.940 eV
strongest force on any atom: 4.99 eV Å⁻¹
gap between HOMO and LUMO (spin up / spin down): 8.19 / 9.18 eV
2S+1: 3
⟨S²⟩: 2.048
total charge: 0

Atoms and positions in Å:
N (-1.114, 0.099, 0.035)
N (-0.437, -1.094, -0.105)
C (0.788, -0.675, 0.106)
C (-2.139, 0.716, -0.105)
C (0.416, 0.644, 0.234)
H (0.710, 1.371, -0.431)
H (1.776, -1.060, 0.267)


- Number 4 is which compound?
  C3H2INS